{"formula": "C17H32N4O10P", "method": "ωB97M-V/def2-TZVPD", "spin_multiplicity": 1, "homo_energy_ev": -11.89, "max_force_ev_per_a": 2.06, "lumo_ev": -3.76, "gap_ev": 8.13, "total_charge": 1, "symbols": ["N", "P", "O", "O", "N", "C", "N", "N", "H", "H", "H", "H", "H", "H", "H", "H", "O", "C", "O", "C", "C", "C", "H", "H", "H", "H", "H", "H", "O", "C", "O", "C", "C", "C", "H", "H", "H", "H", "H", "H", "O", "C", "O", "C", "C", "C", "H", "H", "H", "H", "H", "H", "O", "C", "O", "C", "C", "C", "H", "H", "H", "H", "H", "H"], "positions_angstrom": [[0.698, 2.145, 6.106], [-0.233, 3.333, 5.868], [-0.403, 3.844, 4.402], [0.166, 4.670, 6.646], [-1.890, 2.998, 6.410], [-2.992, 2.990, 5.600], [-2.996, 3.552, 4.395], [-4.068, 2.350, 6.055], [0.280, 1.328, 6.529], [0.455, 3.831, 3.901], [-0.070, 4.642, 7.586], [-2.109, 3.523, 7.251], [-3.841, 3.326, 3.876], [-2.857, 4.555, 4.342], [-3.941, 1.500, 6.584], [-4.990, 2.741, 5.943], [1.408, 2.987, 2.653], [1.233, 1.816, 2.413], [0.002, 1.316, 2.237], [0.071, -0.125, 2.064], [1.492, -0.391, 1.602], [2.271, 0.727, 2.299], [-0.145, -0.590, 3.028], [-0.675, -0.434, 1.341], [1.836, -1.393, 1.845], [1.555, -0.267, 0.524], [2.589, 0.461, 3.309], [3.128, 1.079, 1.733], [-0.139, -1.322, -0.748], [0.488, -1.786, -1.663], [1.773, -1.448, -1.877], [2.259, -2.059, -3.098], [1.341, -3.249, -3.329], [0.023, -2.752, -2.734], [2.194, -1.323, -3.900], [3.301, -2.331, -2.957], [1.281, -3.533, -4.374], [1.697, -4.109, -2.759], [-0.573, -2.195, -3.458], [-0.584, -3.540, -2.297], [-3.954, 5.217, -1.407], [-3.207, 4.515, -0.799], [-2.103, 3.958, -1.347], [-1.454, 3.080, -0.412], [-1.917, 3.552, 0.962], [-3.321, 4.072, 0.655], [-1.766, 2.056, -0.626], [-0.379, 3.155, -0.553], [-1.877, 2.766, 1.715], [-1.284, 4.374, 1.300], [-4.078, 3.286, 0.710], [-3.624, 4.915, 1.273], [2.681, -3.473, -6.335], [2.504, -4.614, -6.652], [1.267, -5.106, -6.889], [1.330, -6.522, -7.149], [2.764, -6.780, -7.602], [3.533, -5.716, -6.818], [1.086, -7.050, -6.225], [0.586, -6.767, -7.901], [3.091, -7.800, -7.417], [2.854, -6.584, -8.670], [3.825, -6.063, -5.825], [4.408, -5.339, -7.340]], "nbo_charge": [-1.32, 2.34, -1.02, -0.96, -0.92, 0.70, -0.71, -0.76, 0.40, 0.57, 0.51, 0.43, 0.41, 0.44, 0.44, 0.43, -0.64, 0.84, -0.50, -0.07, -0.44, -0.53, 0.17, 0.23, 0.23, 0.24, 0.25, 0.25, -0.62, 0.81, -0.50, -0.07, -0.44, -0.53, 0.19, 0.20, 0.25, 0.20, 0.25, 0.24, -0.55, 0.79, -0.48, -0.07, -0.44, -0.54, 0.18, 0.20, 0.23, 0.21, 0.23, 0.22, -0.58, 0.80, -0.49, -0.07, -0.43, -0.53, 0.18, 0.20, 0.23, 0.22, 0.24, 0.25]}



{"formula": "C17H32N5O5", "method": "ωB97M-V/def2-TZVPD", "spin_multiplicity": 1, "homo_energy_ev": -11.13, "max_force_ev_per_a": 3.34, "lumo_ev": -4.53, "gap_ev": 6.60, "total_charge": 1, "symbols": ["C", "C", "N", "O", "C", "O", "C", "C", "C", "N", "C", "C", "H", "H", "H", "H", "H", "H", "H", "H", "H", "H", "H", "C", "O", "N", "C", "C", "H", "H", "H", "H", "H", "H", "H", "C", "O", "N", "C", "C", "H", "H", "H", "H", "H", "H", "H", "C", "O", "N", "C", "C", "H", "H", "H", "H", "H", "H", "H"], "positions_angstrom": [[-2.563, 1.792, -1.680], [-1.442, 2.912, -1.449], [-0.200, 2.489, -2.127], [0.790, 2.051, -1.241], [0.726, 0.680, -1.007], [1.002, -0.177, -1.803], [0.309, 0.221, 0.431], [-0.028, 1.251, 1.429], [-0.400, 0.882, 2.813], [-0.413, -0.463, 3.130], [-0.108, -1.474, 2.246], [0.267, -1.192, 0.858], [-3.034, 2.029, -2.680], [-2.034, 0.798, -1.810], [-3.341, 1.765, -0.874], [-1.785, 3.865, -1.939], [-1.330, 3.105, -0.353], [-0.366, 1.833, -2.896], [0.006, 2.342, 1.213], [-0.624, 1.693, 3.567], [-0.641, -0.703, 4.097], [-0.126, -2.530, 2.599], [0.548, -1.996, 0.136], [-0.984, 2.703, 6.129], [-0.406, 2.507, 5.062], [-0.662, 2.127, 7.299], [-1.393, 2.410, 8.523], [0.450, 1.193, 7.344], [-1.838, 3.392, 6.205], [-0.705, 2.826, 9.261], [-1.820, 1.481, 8.906], [-2.195, 3.123, 8.341], [1.359, 1.701, 7.017], [0.250, 0.363, 6.663], [0.587, 0.813, 8.354], [1.428, -5.315, -0.001], [1.061, -5.731, 1.083], [1.064, -5.825, -1.200], [1.545, -5.272, -2.451], [0.164, -6.965, -1.233], [2.114, -4.454, -0.087], [0.692, -4.937, -3.046], [2.089, -6.044, -2.999], [2.208, -4.426, -2.273], [-0.773, -6.698, -0.740], [0.617, -7.798, -0.693], [-0.036, -7.261, -2.262], [-0.329, 2.888, -5.818], [-1.148, 2.494, -5.005], [0.719, 2.169, -6.280], [1.653, 2.707, -7.250], [0.915, 0.817, -5.789], [-0.386, 3.898, -6.253], [1.642, 2.080, -8.144], [2.657, 2.708, -6.819], [1.383, 3.726, -7.526], [0.032, 0.218, -6.023], [1.042, 0.841, -4.704], [1.794, 0.369, -6.250]], "nbo_charge": [-0.65, -0.25, -0.33, -0.40, 0.77, -0.50, -0.05, -0.20, 0.08, -0.44, 0.07, -0.20, 0.24, 0.19, 0.22, 0.22, 0.19, 0.38, 0.27, 0.32, 0.45, 0.27, 0.28, 0.55, -0.70, -0.40, -0.40, -0.42, 0.13, 0.21, 0.21, 0.22, 0.23, 0.19, 0.22, 0.52, -0.63, -0.42, -0.40, -0.42, 0.10, 0.20, 0.20, 0.21, 0.21, 0.22, 0.21, 0.54, -0.66, -0.42, -0.40, -0.42, 0.12, 0.20, 0.20, 0.22, 0.22, 0.21, 0.21]}



{"formula": "C17H32NO2P2V", "method": "ωB97M-V/def2-TZVPD", "spin_multiplicity": 4, "homo_energy_ev": [-10.40, -11.63], "max_force_ev_per_a": 3.36, "lumo_ev": [-3.08, -5.14], "s_squared": 3.80, "gap_ev": [7.32, 6.48], "total_charge": 1, "symbols": ["V", "P", "C", "C", "N", "C", "C", "C", "C", "C", "P", "H", "H", "H", "H", "H", "H", "H", "H", "O", "H", "H", "O", "H", "C", "H", "H", "H", "C", "H", "H", "H", "C", "H", "H", "H", "C", "H", "H", "H", "C", "C", "C", "C", "C", "C", "H", "H", "H", "H", "H", "H", "H", "H", "H"], "positions_angstrom": [[-0.086, -0.291, -0.216], [1.527, -1.357, 0.978], [2.609, -1.780, -0.395], [2.094, -1.739, -1.705], [0.899, -1.076, -1.901], [0.447, -0.734, -3.115], [0.995, -1.311, -4.254], [2.100, -2.147, -4.097], [2.678, -2.332, -2.850], [-0.706, 0.254, -3.152], [-0.696, 1.401, -1.674], [3.575, -2.916, -2.688], [0.520, -1.077, -5.214], [2.522, -2.625, -4.975], [-0.628, 0.902, -4.037], [-1.688, -0.253, -3.202], [4.632, -0.186, -0.902], [3.511, -2.375, -0.202], [3.831, 2.274, -0.412], [4.962, 0.732, -0.805], [5.924, 0.649, -0.934], [0.934, 0.782, -0.231], [3.167, 2.764, 0.124], [2.474, 3.048, -0.503], [0.320, 2.742, -2.348], [-0.123, 3.068, -3.299], [0.316, 3.571, -1.627], [1.355, 2.409, -2.516], [-2.369, 2.063, -1.769], [-2.444, 2.877, -1.038], [-2.551, 2.442, -2.784], [-3.104, 1.285, -1.522], [0.902, -2.966, 1.578], [1.774, -3.570, 1.862], [0.243, -2.803, 2.443], [0.327, -3.479, 0.791], [2.651, -0.755, 2.236], [2.064, -0.615, 3.154], [3.428, -1.523, 2.360], [3.075, 0.198, 1.890], [-3.195, -0.920, 3.937], [-3.292, 0.289, 3.005], [-4.631, 0.284, 2.264], [-3.109, 1.587, 3.789], [-2.220, 0.212, 2.028], [-1.344, 0.081, 1.161], [-3.990, -0.876, 4.688], [-2.234, -0.930, 4.468], [-3.317, -1.858, 3.379], [-5.455, 0.351, 2.982], [-4.709, 1.144, 1.586], [-4.761, -0.646, 1.695], [-2.144, 1.586, 4.311], [-3.163, 2.454, 3.118], [-3.898, 1.691, 4.539]], "mulliken_spin": [2.21, -0.02, 0.48, 0.06, 0.09, -0.01, 0.17, -0.03, 0.18, 0.01, -0.06, 0.00, 0.00, 0.00, 0.00, 0.01, 0.00, -0.03, 0.00, 0.00, 0.00, -0.14, 0.00, 0.00, 0.00, 0.00, 0.00, 0.00, 0.00, 0.00, 0.00, 0.00, 0.04, 0.00, 0.01, 0.00, 0.03, 0.00, 0.00, -0.01, 0.01, 0.01, 0.01, 0.01, 0.10, -0.12, 0.00, 0.00, 0.00, 0.00, 0.00, 0.00, 0.00, 0.00, 0.00]}